Here is a 5-piece molecular cluster, C21H34FNO11S overall from OMol25. Energies are from ωB97M-V/def2-TZVPD.

Each line ends with the natural charge from an NBO analysis.
Element x y z (Å)
1 C -6.270 1.689 2.348  -0.34
2 C -5.980 0.387 2.339  -0.08
3 N -5.487 -0.244 1.106  -0.68
4 C -6.142 -1.563 0.914  -0.26
5 C -7.664 -1.505 0.680  0.08
6 C -8.169 -0.197 0.067  -0.64
7 O -8.376 -1.806 1.874  -0.71
8 S -3.851 -0.453 1.319  2.52
9 O -3.273 0.771 1.758  -0.93
10 O -3.587 -1.569 2.166  -0.92
11 F -3.320 -0.764 -0.103  -0.46
12 H -7.191 2.033 2.804  0.21
13 H -5.591 2.410 1.905  0.23
14 H -5.991 -0.250 3.220  0.22
15 H -5.669 -2.105 0.096  0.23
16 H -5.982 -2.165 1.813  0.22
17 H -7.914 -2.321 0.003  0.20
18 H -7.423 0.317 -0.536  0.22
19 H -8.446 0.477 0.878  0.21
20 H -9.085 -0.370 -0.495  0.22
21 H -8.233 -1.090 2.505  0.46
22 O 2.492 0.171 -0.398  -0.60
23 C 1.600 0.057 0.396  0.80
24 C 1.287 -1.131 1.286  -0.53
25 C -0.135 -0.825 1.742  -0.43
26 C -0.178 0.694 1.703  -0.08
27 O 0.717 1.055 0.627  -0.50
28 H 1.986 -1.147 2.124  0.25
29 H 1.356 -2.060 0.727  0.24
30 H -0.380 -1.246 2.715  0.24
31 H -0.845 -1.223 1.015  0.20
32 H 0.190 1.155 2.623  0.17
33 H -1.176 1.058 1.489  0.22
34 O 1.968 0.661 -6.424  -0.57
35 C 2.170 1.059 -5.314  0.79
36 C 1.251 1.889 -4.437  -0.53
37 C 2.195 2.398 -3.350  -0.43
38 C 3.233 1.287 -3.291  -0.08
39 O 3.308 0.771 -4.640  -0.51
40 H 0.476 1.234 -4.035  0.24
41 H 0.795 2.687 -5.015  0.24
42 H 1.719 2.581 -2.389  0.23
43 H 2.662 3.328 -3.679  0.20
44 H 2.933 0.482 -2.623  0.21
45 H 4.215 1.646 -2.993  0.19
46 O 1.139 -1.806 5.399  -0.56
47 C 1.548 -0.709 5.634  0.79
48 C 1.140 0.177 6.798  -0.53
49 C 1.644 1.551 6.362  -0.43
50 C 2.832 1.182 5.485  -0.07
51 O 2.490 -0.082 4.883  -0.50
52 H 1.642 -0.183 7.697  0.24
53 H 0.064 0.149 6.937  0.24
54 H 1.908 2.213 7.183  0.23
55 H 0.881 2.049 5.761  0.21
56 H 3.748 1.048 6.065  0.18
57 H 3.020 1.903 4.694  0.20
58 O 8.905 -1.981 -4.876  -0.57
59 C 7.841 -1.614 -5.279  0.79
60 C 6.479 -1.823 -4.643  -0.53
61 C 5.522 -1.497 -5.787  -0.44
62 C 6.331 -0.495 -6.595  -0.07
63 O 7.706 -0.885 -6.414  -0.49
64 H 6.377 -1.126 -3.809  0.23
65 H 6.380 -2.843 -4.282  0.24
66 H 4.560 -1.108 -5.467  0.25
67 H 5.343 -2.395 -6.381  0.20
68 H 6.209 0.526 -6.227  0.18
69 H 6.097 -0.514 -7.657  0.20

Computed properties:
orbital gap = 9.29 eV
SMILES string = C=CN(C[C@H](C)O)S(=O)(=O)F.O=C1CCCO1.O=C1CCCO1.O=C1CCCO1.O=C1CCCO1



Here is a 3-piece molecular cluster, C33H32FN3O2 overall from OMol25. Energies are from ωB97M-V/def2-TZVPD.

Each line ends with the Löwdin charge.
Element x y z (Å)
1 C -1.007 -1.506 4.055  -0.16
2 C 0.235 -2.376 4.697  -0.26
3 C 1.731 -1.867 4.242  -0.19
4 C 2.240 -2.436 2.791  -0.30
5 C 1.071 -3.119 1.865  -0.11
6 C 2.974 -1.283 1.840  0.01
7 C 4.469 -1.688 1.226  -0.07
8 F 5.150 -2.987 1.495  -0.09
9 C 5.257 -0.616 0.266  0.00
10 C 4.548 0.837 -0.020  0.01
11 C 3.066 1.302 0.600  -0.13
12 N 2.612 2.691 0.251  0.11
13 C 1.288 2.917 0.925  -0.07
14 C 0.606 4.431 0.716  -0.14
15 O -0.785 4.381 0.242  -0.18
16 C -0.914 3.701 -1.056  -0.15
17 C -0.326 4.288 -2.482  0.01
18 C -0.596 3.423 -3.884  -0.05
19 C -1.458 1.990 -3.861  -0.06
20 C -2.019 1.388 -2.406  -0.07
21 C -1.745 2.253 -1.037  -0.01
22 C 0.439 1.865 1.830  -0.15
23 N -0.912 2.252 2.450  0.09
24 C -0.706 2.971 3.626  -0.01
25 O -0.208 3.932 4.454  0.00
26 N 0.953 0.486 2.133  0.12
27 C 2.300 0.208 1.529  -0.08
28 H -1.973 -2.198 4.155  0.08
29 H -0.897 -1.282 2.904  0.05
30 H -1.269 -0.531 4.690  0.08
31 H 0.076 -3.544 4.519  0.11
32 H 0.154 -2.235 5.878  0.11
33 H 1.823 -0.685 4.349  0.11
34 H 2.484 -2.301 5.060  0.12
35 H 3.060 -3.274 3.003  0.14
36 H 1.632 -3.656 0.959  0.08
37 H 0.456 -3.971 2.405  0.09
38 H 0.367 -2.296 1.363  0.09
39 H 6.314 -0.875 -0.224  0.11
40 H 5.134 1.613 -0.706  0.10
41 H 0.568 4.893 1.815  0.14
42 H 1.309 5.137 0.098  0.13
43 H 0.251 5.307 -2.437  0.09
44 H -0.212 3.835 -4.917  0.08
45 H -1.653 1.430 -4.889  0.08
46 H -2.640 0.377 -2.326  0.10
47 H -2.159 1.838 0.002  0.09
48 C -5.502 1.598 -1.347  -0.10
49 C -6.077 0.768 -0.385  -0.09
50 C -7.428 0.432 -0.470  -0.10
51 C -8.202 0.918 -1.524  -0.10
52 C -7.626 1.745 -2.489  -0.10
53 C -6.278 2.089 -2.398  -0.09
54 H -4.451 1.863 -1.278  0.06
55 H -5.473 0.384 0.433  0.10
56 H -7.878 -0.209 0.283  0.10
57 H -9.254 0.652 -1.594  0.10
58 H -8.229 2.122 -3.311  0.10
59 H -5.831 2.737 -3.146  0.10
60 C 4.305 -3.855 -3.871  -0.10
61 C 4.632 -3.925 -2.517  -0.09
62 C 3.758 -3.409 -1.560  -0.10
63 C 2.552 -2.831 -1.957  -0.09
64 C 2.223 -2.764 -3.311  -0.09
65 C 3.101 -3.272 -4.268  -0.10
66 H 4.987 -4.255 -4.616  0.10
67 H 5.568 -4.382 -2.207  0.10
68 H 4.016 -3.458 -0.506  0.07
69 H 1.869 -2.433 -1.211  0.09
70 H 1.283 -2.315 -3.620  0.10
71 H 2.847 -3.215 -5.323  0.10

Computed properties:
orbital gap = 6.79 eV



Here is C38H46HgIN3O3SSi2Te as an isolated structure from OMol25. Energies are from ωB97M-V/def2-TZVPD.

Each line ends with the natural charge from an NBO analysis.
Element x y z (Å)
1 Hg 0.194 0.401 -0.121  1.36
2 O 1.437 -3.936 1.074  -0.64
3 C 1.122 -2.750 1.012  0.62
4 N 0.357 -2.083 0.132  -0.83
5 C -0.101 -2.669 -1.031  0.59
6 O 0.154 -3.805 -1.442  -0.65
7 C -1.003 -1.799 -1.808  -0.04
8 C -1.607 -2.281 -2.974  -0.18
9 C -2.538 -1.541 -3.663  -0.31
10 C -2.906 -0.257 -3.135  -0.34
11 C -2.259 0.204 -2.028  0.01
12 N -1.305 -0.499 -1.370  -0.71
13 C 1.659 -1.847 2.120  0.15
14 C 2.920 -2.113 2.645  -0.23
15 C 3.443 -1.258 3.598  -0.18
16 C 2.674 -0.187 4.033  -0.27
17 C 1.411 -0.029 3.488  0.04
18 N 0.916 -0.829 2.548  -0.45
19 H -1.317 -3.275 -3.290  0.23
20 H -3.004 -1.930 -4.558  0.20
21 H -3.673 0.352 -3.596  0.20
22 H -2.476 1.188 -1.621  0.19
23 H 3.456 -2.978 2.279  0.24
24 H 4.437 -1.419 3.996  0.21
25 H 3.041 0.511 4.774  0.21
26 H 0.767 0.786 3.807  0.19
27 I -0.092 3.537 0.999  0.14
28 C 1.997 3.505 0.900  -0.13
29 C 2.599 4.663 1.308  -0.27
30 C 4.000 4.791 1.284  -0.23
31 C 4.756 3.751 0.841  -0.18
32 C 4.155 2.542 0.415  -0.08
33 C 4.982 1.488 -0.041  -0.22
34 C 4.434 0.307 -0.433  -0.21
35 C 3.036 0.136 -0.378  -0.20
36 C 2.174 1.127 0.036  -0.47
37 C 2.735 2.374 0.445  -0.04
38 H 1.995 5.493 1.647  0.22
39 H 4.457 5.715 1.615  0.21
40 H 5.837 3.823 0.806  0.20
41 H 6.055 1.647 -0.066  0.20
42 H 5.058 -0.507 -0.782  0.21
43 H 2.635 -0.831 -0.667  0.21
44 C 5.814 -0.543 -6.861  -0.63
45 C 4.601 -0.139 -6.067  -0.02
46 C 4.571 1.058 -5.362  -0.21
47 C 3.463 1.418 -4.605  -0.19
48 C 2.371 0.571 -4.563  -0.29
49 C 2.383 -0.641 -5.240  -0.14
50 C 3.492 -0.983 -5.995  -0.23
51 S 0.979 1.017 -3.527  1.30
52 C -0.151 1.420 -4.868  -0.82
53 O 1.317 2.322 -2.901  -0.99
54 H 6.507 0.291 -6.973  0.21
55 H 5.540 -0.893 -7.858  0.21
56 H 6.349 -1.356 -6.366  0.22
57 H 5.430 1.719 -5.398  0.20
58 H 3.429 2.337 -4.033  0.25
59 H 1.540 -1.319 -5.164  0.22
60 H 3.504 -1.927 -6.528  0.21
61 H 0.307 2.190 -5.487  0.23
62 H -1.063 1.776 -4.393  0.25
63 H -0.377 0.519 -5.439  0.23
64 C -3.680 3.738 2.711  -1.12
65 Si -4.543 2.184 3.306  1.65
66 C -6.398 2.479 3.361  -1.11
67 C -3.940 1.759 5.028  -1.12
68 C -4.209 0.783 2.116  -1.19
69 Te -2.229 -0.065 2.167  0.51
70 C -2.871 -1.865 1.219  -1.16
71 Si -3.082 -3.302 2.393  1.66
72 C -4.425 -2.868 3.639  -1.12
73 C -1.477 -3.668 3.272  -1.13
74 C -3.603 -4.797 1.385  -1.11
75 H -3.795 4.559 3.425  0.23
76 H -4.075 4.070 1.748  0.23
77 H -2.609 3.552 2.595  0.24
78 H -6.652 3.303 4.034  0.23
79 H -6.921 1.586 3.712  0.23
80 H -6.785 2.724 2.368  0.23
81 H -4.153 2.581 5.718  0.23
82 H -2.865 1.570 5.039  0.25
83 H -4.435 0.862 5.408  0.24
84 H -4.426 1.086 1.089  0.24
85 H -4.883 -0.044 2.361  0.24
86 H -2.124 -2.088 0.458  0.29
87 H -3.792 -1.602 0.693  0.24
88 H -4.181 -1.932 4.150  0.24
89 H -4.530 -3.646 4.399  0.23
90 H -5.394 -2.748 3.146  0.23
91 H -1.104 -2.788 3.803  0.24
92 H -0.706 -3.991 2.566  0.27
93 H -1.622 -4.467 4.006  0.23
94 H -4.573 -4.638 0.907  0.23
95 H -3.674 -5.696 2.004  0.23
96 H -2.864 -4.984 0.602  0.25

Computed properties:
⟨S²⟩ = 0.766
energy relative to the best compared isomer or geometry (same formula, charge and spin) = 0.00 kcal/mol
orbital gap (alpha / beta) = 4.32 / 7.21 eV
charge = -1
spin multiplicity = 2



E? In order: -59892.0574; -45997.5167; -96927.3577 eV.